Run a
Density functional theory data (ωB97M-V with the def2-TZVPD basis set) for 10 unconnected molecules or ions with the total composition C72H168F8N6O18P4S8.

```
284
Properties=species:S:1:pos:R:3:lowdin_charge:R:1
C -2.34173 -0.73680 2.17348 -0.01
C -3.13940 0.53960 2.68933 -0.24
C -3.04035 0.55493 4.19689 -0.14
O -3.66467 1.69173 4.89933 -0.17
C -5.01369 1.89320 4.77068 -0.13
N -2.55191 1.85154 2.15070 0.25
H -2.17799 1.77006 1.21601 0.07
H -3.27733 2.55363 2.12013 0.08
H -1.81073 2.31466 2.65694 0.11
H -2.63583 -1.67463 2.64474 0.09
H -1.28280 -0.61901 2.40339 0.07
H -2.40020 -0.91193 1.09923 0.06
H -4.15477 0.45568 2.30192 0.14
H -1.96205 0.57148 4.35532 0.11
H -3.53232 -0.34138 4.57463 0.13
H -5.27678 2.81193 5.29491 0.11
H -5.63130 1.06868 5.12682 0.09
H -5.38080 1.95445 3.74620 0.05
C -1.96473 6.55953 -0.16209 -0.04
C -1.78135 5.26505 -0.87089 -0.30
C -0.39207 5.03441 -1.49030 -0.09
O -0.11959 6.08798 -2.53359 -0.16
C 0.05665 5.56857 -3.80613 -0.13
N -2.01862 4.28450 0.22354 0.18
H -2.94981 4.03035 0.52085 0.08
H -1.67576 3.40070 -0.12494 0.04
H -1.45081 4.42476 1.04695 0.05
H -1.20778 6.93522 0.52637 0.10
H -2.96738 6.74545 0.22292 0.10
H -2.00604 7.26795 -0.98945 0.09
H -2.55456 5.05416 -1.60966 0.15
H -0.25472 4.00473 -1.82046 0.10
H 0.38686 5.15461 -0.73734 0.13
H 0.90340 4.89052 -3.91276 0.07
H -0.06411 6.30727 -4.59850 0.09
H -0.87877 5.04997 -4.01624 0.09
C -9.70649 1.01247 1.57829 -0.08
C -8.44616 0.12171 1.64817 -0.25
C -8.21007 -0.35591 0.23962 -0.29
C -7.00700 -1.29429 0.16398 -0.24
P -6.92841 -2.48268 -1.31360 1.04
C -5.63764 -3.67907 -0.90098 -0.28
C -4.17648 -3.11442 -0.69618 -0.20
C -3.11717 -4.24734 -0.53752 -0.23
C -3.21301 -5.23038 0.68199 -0.07
C -6.39438 -1.71435 -2.86147 -0.23
C -6.04270 -0.15461 -2.67617 -0.20
C -5.74687 0.60684 -3.99389 -0.27
C -6.88013 0.84141 -4.89072 -0.11
C -8.51782 -3.41790 -1.65598 -0.23
C -9.02135 -4.38510 -0.50038 -0.22
C -10.30261 -5.18763 -0.90641 -0.25
C -10.82833 -6.10213 0.18658 -0.11
H -10.55892 0.43043 1.22803 0.07
H -9.57064 1.84501 0.88798 0.08
H -9.92896 1.40245 2.57152 0.08
H -8.56898 -0.81425 2.19314 0.11
H -7.63683 0.67330 2.12654 0.11
H -8.16152 0.43260 -0.51139 0.10
H -9.09286 -0.95328 0.01175 0.10
H -7.13104 -1.92081 1.04725 0.09
H -6.15563 -0.70800 0.50970 0.09
H -5.74452 -4.49530 -1.61542 0.10
H -6.05800 -4.14221 -0.00829 0.08
H -4.18364 -2.35386 0.08459 0.09
H -3.80889 -2.63361 -1.60271 0.08
H -2.13453 -3.81757 -0.73195 0.09
H -3.20405 -4.89237 -1.41188 0.10
H -2.43731 -5.99603 0.66925 0.07
H -4.18623 -5.71905 0.72816 0.06
H -3.21117 -4.71898 1.64457 0.06
H -7.35108 -1.85335 -3.36496 0.07
H -5.60149 -2.30815 -3.31626 0.10
H -5.20274 -0.05070 -1.98932 0.08
H -6.93101 0.28338 -2.22100 0.09
H -4.87642 0.04624 -4.33468 0.10
H -5.32500 1.56931 -3.70449 0.11
H -7.41920 1.72473 -4.54827 0.09
H -7.61796 0.04077 -4.94255 0.07
H -6.69422 0.95851 -5.95835 0.08
H -8.11255 -3.98539 -2.49372 0.09
H -9.18919 -2.65565 -2.05138 0.10
H -9.33114 -3.66958 0.26131 0.10
H -8.25463 -5.04418 -0.09312 0.10
H -10.04030 -5.89841 -1.69005 0.11
H -10.87031 -4.35272 -1.31717 0.11
H -10.26242 -7.03316 0.15433 0.07
H -11.82274 -6.50155 -0.01268 0.08
H -10.71342 -5.81453 1.23165 0.08
C 4.26715 1.20881 3.34699 -0.07
C 3.21894 0.02781 3.23335 -0.22
C 2.22515 -0.10574 4.40314 -0.20
C 2.62243 -0.75102 5.78559 -0.25
P 1.52801 -0.59878 7.19547 1.05
C 2.20934 -0.21817 8.86216 -0.26
C 2.93206 1.07174 9.17712 -0.24
C 3.38078 1.13008 10.63951 -0.28
C 4.52257 0.26346 11.06902 -0.10
C 0.54814 0.96379 6.92951 -0.26
C -0.53524 1.42894 7.93826 -0.23
C -1.24326 2.63514 7.38666 -0.25
C -0.56470 4.05092 7.50482 -0.07
C 0.18902 -1.90272 7.10229 -0.20
C -0.68486 -2.17921 5.78061 -0.23
C -1.88354 -3.00263 6.06425 -0.30
C -1.72331 -4.50105 6.01649 -0.07
H 5.11962 1.01927 2.69472 0.06
H 4.45828 1.40575 4.40188 0.07
H 3.85106 2.16199 3.02077 0.05
H 3.78333 -0.89991 3.13900 0.10
H 2.76145 0.11864 2.24819 0.08
H 1.26108 -0.50673 4.09027 0.10
H 2.06087 0.93346 4.68807 0.07
H 3.61941 -0.50594 6.15174 0.09
H 2.73040 -1.81651 5.58266 0.10
H 2.84878 -1.09987 8.81945 0.09
H 1.39488 -0.39437 9.56480 0.11
H 2.48619 2.05185 9.00779 0.11
H 3.80677 1.18901 8.53741 0.11
H 2.47200 0.94198 11.21121 0.11
H 3.68929 2.15340 10.85333 0.12
H 5.33806 0.55409 10.40673 0.08
H 4.31138 -0.76117 10.76302 0.07
H 4.81196 0.48993 12.09521 0.09
H 0.07548 0.83416 5.95592 0.06
H 1.34974 1.70221 6.91330 0.09
H -0.10009 1.58949 8.92465 0.10
H -1.41961 0.82154 8.13079 0.11
H -2.26257 2.66592 7.77159 0.11
H -1.39385 2.50439 6.31506 0.07
H -1.20337 4.91354 7.31486 0.07
H 0.25453 4.11935 6.78906 0.04
H -0.05012 4.14086 8.46149 0.07
H -0.51933 -1.60754 7.87637 0.09
H 0.77523 -2.80705 7.26555 0.08
H -0.21288 -2.54600 4.86913 0.10
H -1.07875 -1.20920 5.47724 0.07
H -2.61956 -2.79687 5.28705 0.10
H -2.25207 -2.56287 6.99101 0.11
H -2.56740 -4.97833 6.51429 0.08
H -0.74111 -4.66217 6.46082 0.08
H -1.75038 -4.86778 4.99039 0.08
C 6.39920 2.46332 0.05458 -0.07
C 6.67728 3.56606 -1.05961 -0.23
C 5.39648 4.26134 -1.58189 -0.21
C 5.56796 5.06427 -2.93334 -0.23
P 5.41549 4.07157 -4.48119 1.08
C 4.23137 2.60172 -4.32422 -0.23
C 3.81027 2.00386 -5.65950 -0.28
C 2.91223 0.88280 -5.65244 -0.31
C 1.58501 1.08668 -5.01959 -0.08
C 4.76481 5.22466 -5.78051 -0.25
C 3.24995 5.58327 -5.43709 -0.21
C 2.82607 6.75557 -6.42505 -0.24
C 3.59083 8.13491 -6.42091 -0.09
C 7.13382 3.44996 -4.98578 -0.24
C 7.61235 3.04069 -6.40682 -0.23
C 9.11645 2.83555 -6.53866 -0.27
C 9.93532 4.10644 -6.43429 -0.11
H 6.33598 1.43222 -0.29320 0.06
H 5.47373 2.80080 0.52116 0.06
H 7.08952 2.48440 0.89785 0.07
H 7.30914 3.10771 -1.82037 0.08
H 7.29600 4.41792 -0.77744 0.11
H 5.06284 4.83536 -0.71742 0.12
H 4.66516 3.49480 -1.83821 0.08
H 6.55505 5.49494 -3.10152 0.09
H 4.95657 5.95612 -3.07080 0.09
H 3.31480 2.93074 -3.83460 0.09
H 4.80527 1.89269 -3.72755 0.09
H 4.70908 1.70958 -6.20140 0.11
H 3.30370 2.74235 -6.28090 0.11
H 3.40534 -0.00556 -5.25778 0.11
H 2.83054 0.40689 -6.62964 0.12
H 1.02119 1.99824 -5.21777 0.10
H 1.82705 1.04605 -3.95759 0.06
H 1.00521 0.17214 -5.14422 0.05
H 4.90790 4.69920 -6.72472 0.09
H 5.49311 6.03228 -5.70682 0.09
H 3.14767 5.86167 -4.38823 0.09
H 2.59218 4.75059 -5.68623 0.08
H 1.75802 6.95328 -6.51600 0.09
H 2.89348 6.42414 -7.46124 0.10
H 4.64873 8.20091 -6.67507 0.06
H 3.46673 8.49551 -5.39979 0.07
H 3.02994 8.64173 -7.20617 0.08
H 7.17463 2.65903 -4.23685 0.07
H 7.88534 4.11818 -4.56530 0.08
H 7.40142 3.87145 -7.08019 0.11
H 7.10922 2.14111 -6.76138 0.10
H 9.39709 2.32082 -7.45757 0.12
H 9.48367 2.18491 -5.74500 0.11
H 10.97517 3.79333 -6.34066 0.08
H 9.61383 4.64468 -5.54265 0.06
H 9.89356 4.85613 -7.22442 0.08
C 3.38199 0.00308 -1.20993 -0.09
C 4.43489 -1.08855 -1.47071 -0.23
C 4.17009 -2.20356 -2.50977 -0.22
C 3.36468 -3.33694 -1.87241 -0.27
P 2.67858 -4.57451 -2.99343 1.07
C 3.74370 -4.93708 -4.45768 -0.23
C 5.18333 -5.18965 -3.97353 -0.29
C 6.08127 -6.06169 -4.81306 -0.24
C 6.11470 -7.61098 -4.54744 -0.08
C 1.08424 -3.78397 -3.60346 -0.25
C 0.98015 -2.38894 -4.28559 -0.19
C -0.50450 -1.74709 -4.10840 -0.20
C -1.57433 -2.44522 -4.99131 -0.10
C 2.28016 -6.16006 -2.10215 -0.23
C 3.39705 -7.13130 -1.64021 -0.24
C 2.79771 -8.46484 -1.32411 -0.28
C 3.73288 -9.65513 -1.26583 -0.09
H 3.74514 0.44705 -0.28306 0.07
H 2.39589 -0.42737 -1.03548 0.05
H 3.27897 0.70737 -2.03544 0.05
H 4.68602 -1.47419 -0.48262 0.11
H 5.33832 -0.70990 -1.94876 0.09
H 5.10567 -2.66405 -2.82718 0.09
H 3.61526 -1.81954 -3.36581 0.09
H 2.54817 -2.94142 -1.26828 0.08
H 3.86906 -4.03263 -1.20179 0.10
H 3.79610 -4.12281 -5.18041 0.10
H 3.40841 -5.87597 -4.89834 0.10
H 5.36498 -5.58297 -2.97334 0.11
H 5.56444 -4.16848 -3.96418 0.09
H 7.10582 -5.69140 -4.77741 0.11
H 5.62597 -5.96242 -5.79843 0.10
H 6.84344 -7.77642 -3.75392 0.07
H 6.57964 -8.11446 -5.39505 0.07
H 5.12162 -8.02973 -4.38454 0.06
H 0.50857 -3.86455 -2.68139 0.08
H 0.62902 -4.54549 -4.23669 0.09
H 1.47933 -2.48920 -5.24937 0.10
H 1.63567 -1.66562 -3.80061 0.06
H -0.63108 -0.71807 -4.44484 0.06
H -0.70266 -1.63559 -3.04239 0.09
H -1.27866 -2.81519 -5.97305 0.08
H -2.49580 -1.87289 -5.09821 0.06
H -2.05255 -3.27180 -4.46577 0.06
H 1.59917 -6.75208 -2.71358 0.09
H 1.61564 -6.01956 -1.24963 0.09
H 3.82211 -6.62494 -0.77359 0.12
H 4.18372 -7.21463 -2.39008 0.08
H 1.98611 -8.66477 -2.02369 0.11
H 2.37532 -8.40037 -0.32135 0.11
H 4.23872 -9.82653 -2.21601 0.07
H 3.04258 -10.49866 -1.27343 0.08
H 4.30258 -9.58037 -0.33957 0.09
N -4.69875 3.59571 1.40023 -0.32
S -5.61208 4.58304 2.13095 0.46
O -6.79516 3.94845 2.76652 -0.31
O -5.95492 5.88644 1.62133 -0.24
F -4.65048 4.84556 3.40453 -0.19
S -5.61430 3.56737 -0.02187 0.66
O -5.12448 4.50964 -1.08468 -0.29
O -7.05668 3.24773 0.00608 -0.26
F -4.96577 2.14878 -0.54737 -0.24
N 2.29585 -4.44453 1.81388 -0.24
S 1.02306 -3.69016 1.45753 0.41
O 0.13561 -3.23083 2.51482 -0.31
O 0.45906 -3.95815 0.12821 -0.33
F 1.80106 -2.29555 1.12880 -0.24
S 1.42767 -5.71525 2.64046 0.53
O 0.24751 -6.17948 1.95708 -0.29
O 1.53430 -5.84967 4.01676 -0.23
F 2.53648 -6.82691 2.27615 -0.22
N -1.18542 1.80391 -0.29951 -0.30
S -1.70662 0.97267 -1.70362 0.63
O -2.61026 -0.14899 -1.59043 -0.25
O -0.97113 1.17923 -2.93189 -0.24
F -2.81249 2.17099 -2.01727 -0.22
S 0.07614 1.05947 -0.23637 0.42
O 1.16549 1.69790 -0.96661 -0.28
O 0.00019 -0.42272 -0.07181 -0.27
F 0.49659 1.54975 1.22312 -0.18
N -0.62494 4.74578 2.53388 -0.26
S 0.44222 3.92642 3.68135 0.66
O 0.06081 2.55186 4.04545 -0.31
O 1.28900 4.72478 4.60453 -0.26
F 1.60656 3.59393 2.54188 -0.24
S -1.18308 5.56968 3.73815 0.49
O -0.57038 6.83591 4.08569 -0.25
O -1.92093 4.85135 4.83067 -0.29
F -2.51715 6.05887 2.91123 -0.23
```

Results
* E_HOMO: -12.633 eV
* spin multiplicity: 1
* charge: +2

***

Run b
Density functional theory data (ωB97M-V with the def2-TZVPD basis set) for 10 unconnected molecules or ions with the total composition C72H168F8N6O18P4S8.

```
284
Properties=species:S:1:pos:R:3:lowdin_charge:R:1
C -1.17322 4.40660 -5.06602 -0.02
C -0.28769 4.38270 -3.80790 -0.25
C 0.38593 5.74184 -3.54784 -0.15
O 1.36938 5.72763 -2.53928 -0.20
C 2.61904 5.13097 -2.75184 -0.09
N -1.09541 4.01290 -2.59185 0.23
H -0.95216 3.03640 -2.37734 0.08
H -0.85348 4.56983 -1.78476 0.08
H -2.09777 4.13624 -2.60508 0.09
H -0.54753 4.37974 -5.95814 0.10
H -1.87481 5.24071 -5.07732 0.09
H -1.81629 3.53819 -5.20894 0.06
H 0.45401 3.61509 -4.02870 0.13
H -0.33449 6.48153 -3.19860 0.13
H 0.80852 6.16117 -4.46090 0.14
H 3.32331 5.01787 -1.92764 0.08
H 3.17666 5.65740 -3.52647 0.09
H 2.49663 4.09250 -3.05956 0.07
C -3.79449 4.14691 1.63832 -0.02
C -3.59787 2.78816 1.05396 -0.27
C -4.87280 1.99886 0.65240 -0.16
O -5.57519 1.79362 1.84474 -0.19
C -6.48349 0.71641 1.85620 -0.08
N -2.78762 3.10528 -0.16258 0.20
H -2.17378 3.90007 -0.05481 0.06
H -2.23015 2.33538 -0.50400 0.09
H -3.46113 3.37740 -0.86432 0.09
H -4.40811 4.04085 2.53292 0.10
H -4.34350 4.89253 1.06322 0.11
H -2.86997 4.66361 1.89596 0.07
H -2.91290 2.10286 1.55325 0.13
H -4.50086 1.04983 0.26627 0.12
H -5.54968 2.52806 -0.01834 0.15
H -6.98002 0.59568 2.81900 0.10
H -5.86751 -0.15702 1.64218 0.07
H -7.19345 0.87730 1.04492 0.10
C -2.76359 -6.22837 4.80723 -0.07
C -2.73382 -5.01330 5.79333 -0.27
C -2.91358 -3.61652 5.21069 -0.24
C -1.60760 -3.14530 4.59539 -0.27
P -1.48241 -1.42421 3.94732 1.06
C -2.62831 -1.17315 2.47624 -0.23
C -2.31289 -1.83819 1.12356 -0.21
C -2.75618 -3.33251 0.89603 -0.23
C -2.31100 -3.85354 -0.43882 -0.12
C 0.28206 -1.01349 3.44267 -0.22
C 1.22258 -2.18452 2.91712 -0.22
C 2.60459 -1.79623 2.33704 -0.21
C 3.40357 -0.94036 3.36700 -0.09
C -2.10388 -0.31212 5.18673 -0.27
C -2.35869 1.20083 4.77652 -0.20
C -1.24822 1.85627 3.99175 -0.25
C -1.30039 3.41303 4.25716 -0.06
H -2.47515 -7.10072 5.39367 0.08
H -1.95053 -6.07995 4.09659 0.06
H -3.76404 -6.18674 4.37658 0.08
H -1.94404 -5.01976 6.54453 0.11
H -3.56703 -5.15484 6.48168 0.11
H -3.32766 -2.96077 5.97660 0.11
H -3.63543 -3.74360 4.40391 0.11
H -1.30153 -3.77518 3.76012 0.08
H -0.80724 -3.09908 5.33388 0.10
H -2.51285 -0.10332 2.30236 0.06
H -3.62545 -1.27159 2.90534 0.10
H -1.27280 -1.74280 0.81177 0.09
H -2.92567 -1.18655 0.50069 0.09
H -3.83949 -3.39944 0.99637 0.11
H -2.24450 -3.93608 1.64569 0.09
H -2.77084 -3.20488 -1.18440 0.05
H -2.63374 -4.86951 -0.66627 0.08
H -1.24027 -3.78331 -0.63044 0.07
H 0.73688 -0.42174 4.23707 0.08
H 0.25398 -0.33580 2.58942 0.07
H 0.70731 -2.62179 2.06191 0.09
H 1.23202 -2.93573 3.70687 0.10
H 2.40749 -1.24277 1.41893 0.10
H 3.16744 -2.68788 2.06090 0.07
H 3.60877 -1.37342 4.34601 0.07
H 3.03158 0.06947 3.54011 0.05
H 4.44442 -0.86478 3.05234 0.07
H -1.50382 -0.42455 6.08972 0.10
H -2.94930 -0.80314 5.66868 0.09
H -2.67196 1.72757 5.67791 0.12
H -3.18836 1.25232 4.07148 0.10
H -1.22476 1.53992 2.94893 0.08
H -0.27831 1.49621 4.33488 0.09
H -2.19083 3.97464 3.97465 0.07
H -0.57086 3.73669 3.51478 0.03
H -0.85812 3.72476 5.20337 0.07
C -8.51983 -2.64033 -0.57848 -0.11
C -8.12393 -2.11241 -1.93633 -0.23
C -6.53036 -1.93096 -2.10554 -0.22
C -6.16309 -1.27783 -3.42120 -0.29
P -5.52786 -2.41452 -4.69519 1.06
C -6.78515 -3.67631 -4.96533 -0.23
C -6.35574 -4.83890 -5.98755 -0.25
C -7.51167 -5.65745 -6.57331 -0.25
C -6.92886 -6.57308 -7.70481 -0.08
C -4.94248 -1.53387 -6.24884 -0.23
C -3.89088 -0.40508 -5.95460 -0.20
C -3.94605 0.78660 -6.99447 -0.22
C -3.78017 0.32030 -8.42793 -0.09
C -3.99017 -3.13428 -3.85675 -0.22
C -2.98247 -3.83048 -4.86354 -0.22
C -1.76113 -4.56928 -4.21225 -0.24
C -0.82748 -5.21986 -5.26638 -0.09
H -7.87159 -2.24736 0.20476 0.06
H -8.37062 -3.71617 -0.67013 0.08
H -9.55551 -2.40594 -0.33247 0.08
H -8.49840 -1.10079 -2.09286 0.11
H -8.43707 -2.90497 -2.61596 0.09
H -6.08163 -2.92208 -2.03898 0.09
H -6.12763 -1.31043 -1.30501 0.10
H -5.42105 -0.53358 -3.13211 0.06
H -6.95326 -0.70936 -3.91169 0.11
H -7.57751 -3.04482 -5.36717 0.10
H -6.99993 -4.03631 -3.95917 0.08
H -5.64380 -5.53661 -5.54660 0.10
H -5.87839 -4.41990 -6.87337 0.10
H -8.15196 -4.86110 -6.95273 0.10
H -7.99114 -6.15604 -5.73092 0.11
H -6.00302 -6.99111 -7.30961 0.07
H -6.72404 -5.97919 -8.59556 0.07
H -7.62783 -7.30606 -8.10765 0.07
H -5.81800 -1.00089 -6.61964 0.10
H -4.65807 -2.25350 -7.01652 0.08
H -2.86769 -0.77163 -5.87197 0.10
H -4.14274 -0.07701 -4.94612 0.06
H -3.30438 1.62817 -6.73348 0.10
H -4.97310 1.15156 -6.98760 0.09
H -2.73118 0.38982 -8.71583 0.08
H -4.40530 0.87251 -9.12962 0.08
H -4.14988 -0.69844 -8.54447 0.06
H -4.27374 -3.88223 -3.11630 0.08
H -3.44801 -2.37178 -3.29750 0.07
H -2.55696 -3.13786 -5.58972 0.10
H -3.47632 -4.60218 -5.45404 0.09
H -2.12973 -5.27501 -3.46781 0.10
H -1.19822 -3.78615 -3.70436 0.09
H -0.42784 -4.43345 -5.90666 0.08
H -1.40322 -5.90634 -5.88716 0.07
H 0.03660 -5.80993 -4.96096 0.06
C 2.34839 -3.22331 -2.91978 -0.05
C 2.56220 -3.09484 -1.35216 -0.26
C 3.05897 -4.27130 -0.65242 -0.23
C 4.66373 -4.32022 -0.81097 -0.22
P 5.45783 -5.81399 -0.16815 1.02
C 7.19826 -5.77224 -0.75962 -0.25
C 8.11709 -6.81436 -0.07617 -0.23
C 7.81124 -8.31035 -0.36925 -0.26
C 8.83468 -9.21579 0.23170 -0.12
C 5.46146 -5.79791 1.66037 -0.28
C 5.95924 -4.45746 2.28574 -0.21
C 6.69108 -4.73154 3.69326 -0.22
C 5.58474 -5.09764 4.72246 -0.10
C 4.55452 -7.32895 -0.71116 -0.25
C 4.58337 -7.61148 -2.23827 -0.27
C 4.09802 -8.96230 -2.61841 -0.26
C 3.76327 -8.99037 -4.10566 -0.11
H 3.25288 -3.21258 -3.52796 0.07
H 1.72375 -2.37088 -3.18679 0.06
H 1.77089 -4.08286 -3.26005 0.06
H 1.55429 -2.94824 -0.96393 0.10
H 3.24271 -2.28383 -1.09279 0.12
H 2.67045 -5.17528 -1.12142 0.10
H 2.79803 -4.19494 0.40313 0.09
H 5.23894 -3.55704 -0.28678 0.09
H 4.97612 -4.32475 -1.85524 0.10
H 7.66062 -4.80920 -0.54310 0.10
H 7.24624 -5.83337 -1.84685 0.10
H 8.15476 -6.63315 0.99800 0.10
H 9.16783 -6.54008 -0.17007 0.12
H 7.52436 -8.60733 -1.37801 0.11
H 6.86580 -8.54350 0.12051 0.08
H 9.20385 -8.97008 1.22741 0.08
H 9.76170 -9.26005 -0.33994 0.08
H 8.52005 -10.25418 0.33587 0.08
H 5.93309 -6.68162 2.09016 0.10
H 4.45996 -5.89744 2.07894 0.09
H 5.13856 -3.75803 2.44507 0.09
H 6.70610 -4.10405 1.57481 0.09
H 7.20693 -3.80007 3.92642 0.10
H 7.51431 -5.44593 3.69883 0.10
H 4.90694 -4.28696 4.98983 0.07
H 6.15283 -5.27430 5.63579 0.07
H 5.13868 -6.04803 4.42939 0.07
H 3.54277 -6.97712 -0.50951 0.08
H 4.73458 -8.19179 -0.06992 0.10
H 5.55480 -7.48483 -2.71617 0.11
H 4.02439 -6.79488 -2.69521 0.11
H 3.15813 -9.23466 -2.13829 0.12
H 4.88076 -9.68879 -2.40016 0.12
H 2.79161 -8.59137 -4.39681 0.07
H 3.72178 -10.02231 -4.45420 0.08
H 4.39296 -8.42398 -4.79180 0.08
C 2.60212 9.26594 1.47681 -0.08
C 3.66589 8.14577 1.19333 -0.23
C 4.12387 7.48339 2.45775 -0.25
C 3.01189 7.15556 3.53963 -0.24
P 3.36526 5.95132 4.91393 1.14
C 2.15243 6.52998 6.31663 -0.23
C 0.64284 6.44751 5.94671 -0.25
C -0.24620 6.68845 7.13258 -0.27
C -0.51403 8.15981 7.58078 -0.07
C 5.13942 6.34788 5.39074 -0.25
C 5.45105 7.74632 5.95701 -0.23
C 5.85200 7.73904 7.45216 -0.25
C 4.92045 7.21890 8.57278 -0.10
C 3.12116 4.23326 4.16273 -0.24
C 3.80977 4.07652 2.82680 -0.27
C 3.73894 2.68292 2.24353 -0.27
C 4.15135 2.61276 0.80641 -0.09
H 2.31581 9.83362 0.59144 0.07
H 3.07519 10.06751 2.04408 0.07
H 1.68137 8.89980 1.93096 0.06
H 4.52154 8.49943 0.61809 0.11
H 3.28929 7.34272 0.55978 0.09
H 4.97992 8.07471 2.78273 0.11
H 4.67510 6.60513 2.12175 0.09
H 2.09609 6.97187 2.97779 0.07
H 2.77883 8.10495 4.02176 0.09
H 2.49747 7.53064 6.57687 0.07
H 2.27982 6.00377 7.26266 0.08
H 0.43993 5.42770 5.61973 0.08
H 0.47133 7.14800 5.12940 0.12
H 0.00005 6.00451 7.94480 0.11
H -1.23474 6.30204 6.88443 0.10
H -1.13143 8.30513 8.46723 0.07
H -0.93020 8.73863 6.75624 0.08
H 0.46146 8.48202 7.94505 0.06
H 5.72424 6.08085 4.51052 0.08
H 5.46153 5.62646 6.14167 0.09
H 4.64982 8.45193 5.73735 0.10
H 6.31581 8.15020 5.43056 0.11
H 6.14525 8.77552 7.61895 0.11
H 6.65890 7.04097 7.67515 0.10
H 5.47236 7.47254 9.47786 0.08
H 4.77644 6.13986 8.51760 0.06
H 3.97398 7.73599 8.41494 0.06
H 2.05157 4.02365 4.15039 0.08
H 3.55542 3.54201 4.88501 0.09
H 4.86782 4.31368 2.93805 0.11
H 3.49939 4.84693 2.12095 0.10
H 2.69153 2.39159 2.32203 0.10
H 4.25791 1.94555 2.85596 0.10
H 4.06121 1.61511 0.37668 0.08
H 5.11383 3.05029 0.54128 0.09
H 3.39898 3.11003 0.19425 0.06
N -4.05915 3.92885 -2.61979 -0.33
S -5.00373 5.07056 -2.83651 0.43
O -6.36797 4.96661 -2.31816 -0.26
O -4.80707 5.87004 -4.01346 -0.24
F -4.31411 5.97410 -1.70036 -0.21
S -4.81587 2.89134 -3.62627 0.58
O -5.02990 3.31552 -5.02399 -0.24
O -5.69319 1.91540 -3.04919 -0.27
F -3.47859 1.96478 -3.74742 -0.23
N 1.88765 1.21590 -7.31109 -0.24
S 0.54732 0.82687 -7.09586 0.38
O -0.35535 1.63917 -6.23997 -0.32
O 0.33904 -0.61631 -7.21534 -0.30
F 0.19786 1.45838 -8.55723 -0.23
S 2.37651 0.91056 -5.70731 0.61
O 2.38685 -0.47820 -5.26731 -0.29
O 2.09358 1.90687 -4.72015 -0.30
F 3.99879 1.19965 -5.89752 -0.23
N -1.01768 1.30460 -1.56497 -0.29
S -1.34913 -0.17859 -2.32239 0.62
O -1.17611 -1.37974 -1.55339 -0.29
O -1.22602 -0.20906 -3.80948 -0.24
F -3.00182 0.00328 -2.23412 -0.24
S 0.42021 0.87932 -1.27408 0.44
O 1.37867 0.45698 -2.31015 -0.24
O 0.60153 0.33452 0.04757 -0.30
F 1.05951 2.34149 -0.91316 -0.21
N -1.04408 5.34250 -0.07940 -0.31
S -1.09114 6.95807 0.02423 0.60
O 0.07125 7.74033 -0.33526 -0.21
O -1.96399 7.38803 1.08989 -0.24
F -2.06394 7.20807 -1.35476 -0.22
S 0.09233 5.20448 0.84302 0.47
O 0.11929 5.72409 2.28798 -0.33
O 1.43116 5.27937 0.29673 -0.26
F -0.01076 3.60053 1.07975 -0.21
```

Results
* E_HOMO: -11.217 eV
* spin multiplicity: 1
* charge: +2

***

Referenced to the most stable arrangement, the calculated values in eV are run a 1.834; run b 0.000.